# 1
Molecular formula: C33H25CoN2
Method: DFT, ωB97M-V/def2-TZVPD

Values from the calculation:
- ⟨S²⟩ = 6.03
- strongest force on any atom (eV Å⁻¹) = 0.52
- highest occupied orbital energy (spin up / spin down) (Ha) = -0.268 / -0.283

Structure (ORCA input):
```
! RIJCOSX wB97M-V def2-TZVPD def2/J DEFGRID3
* xyz 0 5
H -0.37763 -2.90684 0.34276
N -6.90047 -0.93321 3.33660
H 2.39983 4.52647 0.96455
H 2.98330 -3.43996 -1.47855
H -0.94884 3.42186 0.25836
H 4.43284 0.04770 0.55582
C 3.57427 -2.65643 -1.93957
C 2.08507 2.47303 0.44228
H 1.03162 2.60986 0.22705
H -4.15622 -1.20603 -2.21596
C 2.85300 3.54911 0.85217
C -3.32219 -1.60841 -1.66172
H -3.86756 -3.64495 -2.02312
H 4.86627 -4.04185 -2.94140
C -3.49799 -1.67101 3.01258
H -2.07512 1.91027 2.81365
C -5.76724 -0.77227 3.21579
C -0.17814 0.01653 2.53500
C 2.63371 1.19444 0.28267
H -3.90301 -2.67134 3.09325
C -2.47996 0.90642 2.85796
H 1.40984 -1.86433 -0.78660
H 0.46647 -0.82586 2.77576
C -1.64411 2.82386 -0.32244
H -1.47903 -2.33188 2.83640
C 3.25847 -1.31841 -1.68350
H -1.92811 -4.53859 -0.71215
C 4.00885 -0.33274 -2.33076
C -3.83495 0.71960 2.99759
C -2.48760 0.72375 -1.09464
C 3.98733 1.03161 0.61021
H -4.50319 1.56868 3.05314
C 5.39150 -2.00860 -3.36885
C -1.22640 -2.57261 -0.24343
C -2.40871 -0.74495 -1.05637
C -2.08843 -3.47616 -0.82403
C -1.51542 1.43779 -0.36481
C -3.16219 -2.97466 -1.55037
H 5.80892 1.95842 1.22452
C -1.59006 -0.18391 2.76215
C -2.65266 3.48857 -1.00712
H 3.75568 0.70903 -2.19348
C 4.75834 2.10999 1.00754
H -4.33711 3.28449 -2.32731
H 0.22566 0.97262 2.86294
C -3.48907 1.39267 -1.80141
C -4.36443 -0.57388 3.07153
H -4.21062 0.84121 -2.39131
C 4.20166 3.37651 1.12650
N -1.37442 -1.25195 -0.35655
Co -0.15868 0.18976 0.47595
C 2.11081 -1.02942 -0.80407
H 6.22081 -2.27186 -4.01256
H -2.72377 4.56846 -0.95657
C 5.06050 -0.67596 -3.16260
C -3.56657 2.77175 -1.76656
C -2.14479 -1.47670 2.86514
C 1.77230 0.06619 -0.09767
C 4.63540 -2.99945 -2.76094
H 5.62180 0.10068 -3.66708
H 4.81040 4.21287 1.44363
*
```

=====

# 2
Molecular formula: C33H25F2MnN7O4S2
Method: DFT, ωB97M-V/def2-TZVPD

Values from the calculation:
- ⟨S²⟩ = 0.80
- strongest force on any atom (eV Å⁻¹) = 1.30
- highest occupied orbital energy (spin up / spin down) (Ha) = -0.041 / -0.041
- ΔE to the lowest compared entry with this formula, charge and spin (kJ/mol) = 42.4

Structure (ORCA input):
```
! RIJCOSX wB97M-V def2-TZVPD def2/J DEFGRID3
* xyz -2 2
H 4.81006 -1.80907 2.06566
H -4.74407 -1.51380 -2.49164
H 1.05821 0.64337 -6.03104
C -0.29290 1.11006 -2.97254
C 0.88903 -0.02880 3.27699
H -2.13931 -1.13974 1.65100
F 2.25600 2.62749 1.08455
O 2.53555 -0.57666 0.37635
C 4.18297 -1.58456 2.91886
H 5.52533 -2.39097 4.39239
H -1.80365 1.32968 2.44538
C -2.79526 -1.74019 -1.63905
O -3.30498 2.00542 -0.15060
H -0.96963 1.61039 -4.93183
C -6.21511 -0.71117 -0.46362
C -4.68309 -0.46278 1.98970
S -2.11691 -2.22195 -3.14336
C -2.11951 1.84891 0.41800
C -0.17014 1.17675 -4.34753
C 1.72842 0.05516 -2.78304
H -1.95173 4.78498 0.76457
H -3.87667 2.31179 0.59709
C 2.95989 -0.97170 2.75984
H 4.38176 -2.28016 -4.92408
C 3.42809 -4.04877 -3.16606
S -0.30769 -1.80076 -0.31020
H -3.38013 4.55123 3.43931
N -7.33998 -0.46566 -0.51143
C 1.76644 2.17425 -0.17302
H 3.13031 -5.82146 -1.99027
C -2.06116 2.22995 1.88872
C 2.19880 -0.49090 1.56178
H -0.16842 3.26524 1.49556
C 0.95179 0.63637 -4.95181
N -3.37591 2.76202 2.29202
H 0.01691 -3.09641 -1.90976
C -3.27649 4.23428 2.39753
H 2.45609 -0.39211 -2.11554
C 4.57114 -1.90674 4.22035
C -4.81661 -1.02717 -0.41861
H 4.07561 -1.89033 6.30205
N 1.02655 0.06125 1.92328
C -1.05497 3.35546 2.12093
C 3.06973 -0.67385 -4.73970
N 1.59491 -2.55183 -3.09523
Mn 0.64065 0.42965 -0.16647
H 4.41851 -4.31441 -3.51245
C 2.50992 -1.00226 5.12386
H -1.16835 1.47233 -2.45516
C -2.72236 -1.22041 0.74095
H 2.68530 2.11883 -0.78347
F 1.11376 3.33182 -0.67825
O -1.16056 1.48376 -0.21925
N 0.66060 0.58653 -2.19772
N 1.49755 -4.57576 -1.86806
C 3.74828 -1.62119 5.30442
C -4.17506 -1.43334 -1.57486
C -1.89475 4.59897 1.84041
H -4.07965 4.70901 1.82837
C 2.81050 -2.85754 -3.53839
C 3.48248 -1.90595 -4.44335
C -2.05103 -1.59651 -0.41946
C 2.70857 -4.87628 -2.32238
O -0.05617 0.30533 3.97003
C 2.14258 -0.68432 3.83625
C 1.91171 0.02500 -4.15907
H -0.74063 3.31981 3.16158
C -4.08553 -0.92047 0.77905
C 0.99362 -3.40487 -2.27421
N -5.16741 -0.07633 2.96440
H 3.64696 -0.11863 -5.47606
H -3.68293 2.33284 3.15397
H -1.48984 5.49739 2.30727
H 1.85405 -0.77955 5.95606
*
```

=====

# 3
Molecular formula: C33H25F5N4O7PbS4SeTe
Method: DFT, ωB97M-V/def2-TZVPD

Values from the calculation:
- strongest force on any atom (eV Å⁻¹) = 0.87
- highest occupied orbital energy (Ha) = -0.319
- ΔE to the lowest compared entry with this formula, charge and spin (kJ/mol) = 129.5

Structure (ORCA input):
```
! RIJCOSX wB97M-V def2-TZVPD def2/J DEFGRID3
* xyz 0 1
H -2.77595 4.06093 1.21019
H -4.39106 3.84858 -0.70678
F 0.48450 -3.28767 -0.18975
C -0.23988 0.93750 4.35227
H -1.16766 2.20724 1.58989
C 2.71615 -0.89346 -3.52567
C -1.32184 -3.37086 3.85576
C 1.98710 -0.68908 -2.22728
S 0.59675 8.96892 2.12461
O 2.74172 -1.88883 -4.18629
O 4.07736 0.75028 -4.74734
H -0.24120 2.02865 4.36956
C -3.61746 1.94180 -1.29030
F 2.06468 -4.75129 0.70975
S -2.25689 -0.96473 5.02326
H -3.73890 -1.52929 -4.78225
C 0.95081 5.82979 -0.37246
N -5.41206 2.66381 -2.77840
H 0.84679 6.41951 3.44411
C 1.10136 2.31680 -0.51379
H 0.99277 5.65581 -1.43926
C -3.33943 -0.36259 -3.03286
Pb 0.07525 -1.04420 0.59900
F 2.36945 -4.24919 -1.70834
H 1.06345 4.11738 2.54713
H 2.68279 -1.16964 3.21923
O 1.13735 1.06848 -0.91477
H -0.72400 -2.94254 -2.07212
C 0.98127 4.96357 1.87662
C -1.89826 2.14277 0.78886
H -1.65428 -4.25258 3.30373
C -2.42548 -2.32099 3.82812
S 0.23870 -2.92206 3.06688
H -3.37675 -2.79886 4.06786
O 2.61787 2.69864 -3.02760
H -1.78056 0.20289 2.98964
Se -6.18098 2.06210 -4.27287
H -0.71081 10.93547 3.44388
H -2.05220 10.08297 4.25963
C -1.05977 8.89006 2.80494
H 0.08685 0.60953 5.33987
C -2.19248 -2.38844 -3.56007
C -2.55838 -0.25222 -1.88412
C -1.53026 10.23048 3.31618
C -4.49095 1.79782 -2.45716
C -1.47256 -2.22342 -2.37794
H -1.99366 -3.24022 -4.19451
C -1.66416 0.44608 4.04650
N -5.14817 0.60866 -4.35340
C 1.01328 4.74455 0.49900
H 0.32494 -1.69945 5.11556
Te 2.50254 -3.18440 -0.21930
C -2.79234 3.18749 0.57343
F 4.13483 -3.70924 0.54488
H 0.76426 7.95816 -0.54437
C 0.82658 7.11444 0.13016
O 2.26095 -1.85227 0.99625
C 3.27610 0.49150 -3.90455
N -1.85368 1.04801 0.04563
C 1.08331 -2.03351 4.41016
H -1.11404 -3.69289 4.87710
H -2.23701 10.63812 2.59229
S 1.05909 0.50668 3.16340
H -2.36073 1.25711 4.26130
O -1.72576 7.89416 2.84676
C 1.94104 -0.86423 3.95826
C 0.77513 7.32569 1.50309
C -2.68682 0.94277 -1.00146
O 1.41371 -1.62995 -1.55975
C -4.34492 0.66057 -3.32647
H -2.52885 -1.88884 2.83086
C -3.14151 -1.45112 -3.88341
C 0.86693 6.24768 2.37628
F 3.79497 -2.29906 -1.28212
H 1.72687 -2.75593 4.91495
C 1.08495 3.40483 -0.01910
H 2.46292 -0.45863 4.82638
C -3.67032 3.07424 -0.47914
N -1.64841 -1.19040 -1.56479
C 2.59127 1.49730 -2.94885
C 1.90431 0.64867 -1.98657
*
```